Molecular formula: C34H32BF5N5O8V
Method: DFT, ωB97M-V/def2-TZVPD

Output
HOMO energy = -13.315 eV

```
! wB97M-V def2-TZVPD RIJCOSX def2/J DEFGRID3
* xyz 2 1
V 0.19541 -1.75000 -3.23063
F -3.23590 -3.12230 -6.20212
F -3.80013 -3.02406 -4.10563
F -1.62002 0.65469 3.14234
F -3.33172 -4.93946 -5.01445
F 6.17530 0.56315 -0.81291
O 1.72975 -1.26983 -1.92699
O -0.77492 -4.10574 -0.29820
O -0.75404 -4.37952 -4.61471
O 0.20504 -0.16589 -3.87050
O -0.06491 -3.03399 -2.14929
O -0.83558 -0.59437 -1.61080
O -0.82608 1.33969 -5.18202
O -1.24027 -2.18563 -4.28012
N 2.96336 -3.29427 1.42248
N 1.49709 -2.43845 -4.28038
N -2.57394 3.31405 3.15569
N -2.14677 3.26548 -1.66805
N -3.45457 4.62026 5.51160
C 3.79679 -2.31169 0.85226
C 2.33896 -2.80806 -5.01624
C 3.35914 -1.61473 -0.28423
C -1.10721 0.62867 -1.63767
C 1.33244 -2.95754 -0.29029
C -3.73524 4.85858 -2.82579
C 0.05460 -3.44028 -0.81860
C -1.67418 2.69119 -2.77583
C -1.35459 0.66640 0.82508
C -2.34243 3.26524 0.75292
C 5.83790 -1.07129 0.82252
C 2.08504 -1.93378 -0.90249
C -0.62454 0.93453 -4.08994
C -1.95844 2.98594 4.43049
C -2.01225 4.19744 5.34242
C 5.38051 -0.37111 -0.29107
C 5.57392 -2.82372 2.59167
C 3.37799 -3.98487 2.69860
C 4.16863 -0.62569 -0.85995
C -2.73230 4.59661 -1.74753
C -1.49295 1.31298 -0.40606
C -1.13112 1.43441 -2.81148
C -1.71189 1.31211 1.97093
C -3.97069 3.68989 3.30382
C -2.20647 2.62843 1.97119
C -4.08973 4.92332 4.17468
C 4.88320 -4.17067 2.67978
C -4.18258 4.75395 -1.39929
C -2.00473 2.61471 -0.43810
C 2.63988 -5.29391 2.90680
C 5.06337 -2.04348 1.40975
C -3.01919 -3.65532 -4.99601
C -1.53193 -3.48695 -4.61296
C 1.80429 -3.57111 0.85773
B 3.42369 -3.29199 -5.94382
H -1.75866 3.26756 -3.68857
H -4.55588 2.87029 3.75243
H -4.47763 5.65640 -0.88143
H 6.65372 -2.93974 2.50702
H -2.44496 2.13299 4.92384
H -3.53089 5.75892 3.75835
H -4.41465 3.90398 2.33469
H -5.12163 5.21697 4.35268
H -0.91227 2.72581 4.29033
H 1.58450 -5.16379 3.14351
H -3.97169 3.85971 5.95916
H -3.99692 4.04193 -3.48517
H -3.52338 5.42462 6.13570
H -4.72534 3.85976 -1.12071
H 1.19192 -4.32939 1.32149
H 6.82385 -0.84968 1.21237
H -3.70819 5.83091 -3.29541
H -1.49240 5.04908 4.90858
H 3.95434 -2.29339 -6.38481
H -2.04211 5.38874 -1.48695
H -2.69373 4.28692 0.72892
H -1.61449 3.98606 6.33252
H 3.83985 -0.09630 -1.74186
H 5.38920 -2.25766 3.50984
H 2.78912 -3.89163 -6.80056
H 3.09592 -5.79959 3.75672
H 4.12480 -4.03687 -5.29471
H 5.15922 -4.80585 1.83282
H -0.99916 -0.35488 0.85949
H 3.12289 -3.28912 3.50315
H 2.73410 -5.95006 2.03923
H 5.17553 -4.69469 3.58874
*
```

---

Molecular formula: C13H17F9O7
Method: DFT, ωB97M-V/def2-TZVPD

Output
SMILES string = O=C(O)OC(F)(F)C(F)(F)C(F)(F)C(F)(F)F.CCOC(C)=O.CCOC(C)=O
Relative energy (zero: lowest compared OMol25 entry of this formula, charge and spin) = 0.0 kJ/mol
HOMO energy = -10.118 eV

```
! wB97M-V def2-TZVPD RIJCOSX def2/J DEFGRID3
* xyz 0 1
F -2.31546 -1.53487 0.60853
F -4.23600 0.17459 1.12866
F -2.51158 1.09367 0.11710
F -5.80715 0.56290 -0.89088
F -4.55898 2.32228 -0.77301
F -3.24955 -3.23302 -1.35422
F -2.19009 -0.90019 -1.50340
F -4.85130 -1.81713 -1.81039
F -4.18012 0.84721 -2.30458
O 0.39340 0.51820 -0.48094
O -6.09181 -2.08122 1.79976
O 5.48138 1.35824 -0.53378
O 4.11438 0.54594 0.96455
O -4.66818 -2.79258 0.23963
O -6.85210 -2.53731 -0.26934
O 1.04995 -0.87884 1.06703
C 3.42294 0.21071 -1.28111
C 0.61999 -1.29035 3.43572
C 0.74955 0.36241 0.65714
C -3.01911 -1.09655 -0.46199
C 5.31651 2.60674 -2.62769
C -3.59033 0.29708 -0.04770
C -4.00759 -2.25374 -0.84453
C 4.36357 0.68615 -0.20414
C 5.95236 1.45328 -1.88111
C -4.54677 1.02544 -1.04083
C 1.65501 -1.14740 2.33917
C -5.91125 -2.34958 0.66605
C 0.78636 1.50666 1.64169
H 7.02438 1.61305 -1.78180
H 1.10429 -1.56560 4.37280
H 5.48824 3.53956 -2.09137
H 5.74887 2.69364 -3.62465
H 0.99370 2.41805 1.08819
H -0.10297 -2.06411 3.17712
H 1.54051 1.39894 2.41612
H 3.90602 -0.06392 -2.21567
H 2.89332 -0.66096 -0.90893
H -7.12952 -1.68693 -0.63575
H 2.18069 -2.08889 2.19195
H 5.81741 0.50496 -2.40132
H 0.07182 -0.36169 3.59529
H 2.69166 0.99399 -1.47164
H 2.41031 -0.39764 2.56266
H -0.19683 1.59608 2.10375
H 4.24012 2.47277 -2.73213
*
```